# 1
Density functional theory data (ωB97M-V with the def2-TZVPD basis set) for a molecular structure, C16H11BF10N2O5RuS in a non-equilibrium geometry.

XYZ file:
```
47
C16H11BF10N2O5RuS ωB97M-V with the def2-TZVPD basis set
Ru -0.26 -0.65 1.37
S 0.29 -1.03 3.61
C 0.82 -2.43 2.68
C 0.57 -3.76 3.05
C 0.93 -4.74 2.16
C 1.44 -4.39 0.90
C 1.55 -3.07 0.58
N 1.30 -2.09 1.48
H 0.08 -3.97 3.99
H 0.77 -5.78 2.41
H 1.70 -5.15 0.17
H 1.86 -2.73 -0.41
O 1.24 0.57 0.92
C 0.58 1.62 0.54
O -0.64 1.65 0.56
C 1.40 2.78 0.06
C 2.79 2.75 0.16
C 3.54 3.82 -0.29
C 2.92 4.92 -0.84
C 1.54 4.93 -0.93
C 0.76 3.88 -0.49
N 0.88 6.10 -1.52
O 1.59 6.98 -1.99
O -0.33 6.16 -1.49
H 3.25 1.87 0.59
H 4.62 3.80 -0.20
H 3.48 5.77 -1.21
H -0.32 3.90 -0.56
F -2.48 0.54 2.59
B -3.10 -0.72 2.50
F -2.07 -1.66 1.91
F -3.43 -1.23 3.75
F -4.17 -0.73 1.63
C -2.68 -2.19 -1.49
C -1.44 -1.30 -1.58
O -0.66 -1.42 -0.46
C -1.92 0.14 -1.86
F -2.62 0.60 -0.83
F -2.72 0.21 -2.95
F -0.90 0.99 -2.10
C -0.54 -1.79 -2.74
F 0.63 -1.14 -2.81
F -0.24 -3.09 -2.58
F -1.12 -1.68 -3.96
H -3.33 -1.80 -0.71
H -2.34 -3.19 -1.20
H -3.22 -2.24 -2.44
```

Its expectation value of S² is 0.755. The HOMO energy (alpha / beta) is -5.64 / -5.96 eV. The spin multiplicity is 2. As for the gap between HOMO and LUMO (alpha / beta): 7.133 / 7.457 eV. Its molar mass is 645.20 g/mol. As for the net charge: -1. The calculation puts the energy above the lowest of the compared OMol25 structures with the same formula, charge and spin at 158.6 kJ/mol.

***

# 2
Density functional theory data (ωB97M-V with the def2-TZVPD basis set) for 2 unconnected molecules or ions with the total composition C16H11BrN2O3S2 in a non-equilibrium geometry.

XYZ file:
```
35
C16H11BrN2O3S2 ωB97M-V with the def2-TZVPD basis set
S 2.25 -1.75 2.01
C 2.76 -1.28 0.60
N 2.97 -0.87 -0.52
C 3.03 0.54 -0.77
C 4.17 1.05 -1.40
Br 5.61 -0.11 -1.84
C 4.30 2.39 -1.70
C 3.26 3.26 -1.42
C 2.13 2.75 -0.80
C 2.00 1.41 -0.46
N 0.82 0.93 0.20
C -0.38 1.36 -0.46
C -1.37 0.42 -0.73
C -2.54 0.85 -1.33
C -2.73 2.18 -1.66
C -1.75 3.12 -1.40
C -0.58 2.69 -0.79
S 0.75 3.81 -0.40
H 5.19 2.77 -2.17
H 3.32 4.31 -1.65
H 0.84 1.32 1.14
H -1.18 -0.61 -0.46
H -3.33 0.12 -1.52
H -3.68 2.45 -2.11
H -1.88 4.16 -1.65
O -4.74 -3.62 0.86
C -3.70 -3.67 1.43
O -2.96 -2.58 1.78
C -1.90 -3.03 2.63
C -1.76 -4.48 2.24
O -3.08 -4.81 1.81
H -1.00 -2.45 2.45
H -2.21 -2.90 3.67
H -1.07 -4.63 1.41
H -1.46 -5.12 3.07
```

The HOMO energy is -8.57 eV. As for the gap between HOMO and LUMO: 8.622 eV. Its molar mass is 423.31 g/mol. As for the net charge: 0. As for the SMILES: S=C=Nc1c(Br)ccc2c1Nc1ccccc1S2.O=C1OCCO1. The calculation puts the energy above the lowest of the compared OMol25 structures with the same formula, charge and spin at 0.0 kJ/mol.

***

# 3
Density functional theory data (ωB97M-V with the def2-TZVPD basis set) for a molecular structure, C16H11BrN4O4PtSe in a non-equilibrium geometry.

XYZ file:
```
38
C16H11BrN4O4PtSe ωB97M-V with the def2-TZVPD basis set
Pt 0.21 -0.04 -0.88
Br 2.51 -2.42 -1.92
C 3.14 -0.82 -1.24
C 4.48 -0.78 -0.95
C 4.85 0.38 -0.35
C 3.99 1.45 -0.20
C 2.72 1.32 -0.74
N 2.23 0.09 -1.08
C 1.60 2.30 -0.83
O 1.73 3.46 -0.55
O 0.38 1.81 -1.26
H 5.11 -1.63 -1.17
H 5.85 0.61 0.03
H 4.24 2.41 0.26
Se -3.24 -0.33 -1.95
N -1.89 0.37 -0.76
C -2.39 1.36 -0.02
C -1.87 2.20 1.05
C -2.68 3.27 1.59
C -4.08 3.35 1.35
C -4.65 2.54 0.39
C -3.88 1.54 -0.30
N -4.56 0.87 -1.24
H -0.83 2.39 0.79
H -2.15 3.99 2.29
H -4.60 4.17 1.81
H -5.68 2.20 0.18
O -2.07 -2.28 -0.87
C -1.10 -2.60 -0.23
C -0.74 -3.92 0.43
C 0.68 -3.89 1.01
C 1.04 -2.39 0.77
O 1.98 -1.74 1.14
N -0.02 -1.82 -0.02
H -0.98 -4.68 -0.28
H -1.47 -4.12 1.18
H 1.38 -4.54 0.51
H 0.79 -4.08 2.08
```

Its expectation value of S² is 6.262. The HOMO energy (alpha / beta) is -12.46 / -15.31 eV. The spin multiplicity is 5. As for the gap between HOMO and LUMO (alpha / beta): 3.679 / 4.301 eV. Its molar mass is 677.23 g/mol. As for the net charge: +2. The calculation puts the energy above the lowest of the compared OMol25 structures with the same formula, charge and spin at 0.0 kJ/mol.